[1]
{"formula": "C15H24BeN3S2", "method": "ωB97M-V/def2-TZVPD", "species": ["Be", "C", "C", "N", "C", "C", "S", "C", "C", "N", "H", "H", "H", "H", "H", "H", "H", "H", "H", "H", "H", "H", "H", "H", "C", "C", "C", "N", "H", "H", "H", "H", "H", "S", "C", "C", "C", "C", "C", "C", "H", "H", "H", "H", "H"], "xyz": [[0.787, 0.518, -0.119], [2.630, 2.456, 0.194], [2.043, 2.690, -1.193], [0.887, 1.777, -1.401], [0.888, 1.123, -2.732], [1.894, -0.023, -2.794], [1.744, -1.157, -1.366], [3.405, -1.088, -0.655], [3.798, 0.327, -0.250], [2.680, 1.004, 0.411], [3.610, 2.933, 0.281], [1.978, 2.882, 0.956], [1.744, 3.729, -1.320], [2.786, 2.479, -1.963], [0.025, 2.306, -1.308], [-0.115, 0.742, -2.908], [1.116, 1.847, -3.519], [1.734, -0.597, -3.705], [2.920, 0.341, -2.820], [3.346, -1.745, 0.214], [4.126, -1.520, -1.347], [4.683, 0.291, 0.391], [4.083, 0.901, -1.131], [2.666, 0.799, 1.405], [-3.470, -2.547, -0.855], [-3.369, -1.076, -0.446], [-2.025, -0.548, -0.633], [-0.960, -0.147, -0.783], [-4.485, -2.897, -0.677], [-2.789, -3.157, -0.263], [-3.238, -2.684, -1.910], [-3.608, -0.942, 0.613], [-4.052, -0.449, -1.021], [0.129, 0.998, 1.773], [-1.255, 0.012, 2.265], [-2.429, 0.635, 2.684], [-3.499, -0.120, 3.150], [-3.415, -1.505, 3.192], [-2.251, -2.132, 2.762], [-1.177, -1.380, 2.308], [-2.492, 1.715, 2.662], [-4.397, 0.380, 3.488], [-4.244, -2.091, 3.565], [-2.170, -3.211, 2.802], [-0.260, -1.868, 2.001]], "forces_ev_per_angstrom": [[0.020, -0.020, -0.048], [0.001, -0.004, -0.011], [0.013, 0.002, 0.012], [0.007, 0.002, -0.001], [-0.005, -0.021, 0.002], [0.002, -0.004, -0.002], [-0.009, 0.040, 0.049], [0.003, -0.008, -0.012], [-0.016, -0.013, -0.004], [-0.030, 0.050, 0.041], [-0.002, 0.000, -0.004], [-0.008, -0.006, 0.007], [-0.001, -0.001, -0.003], [-0.003, -0.001, -0.002], [-0.003, -0.006, 0.002], [0.004, 0.003, -0.004], [0.001, 0.000, -0.001], [-0.001, 0.000, -0.001], [-0.006, 0.001, -0.004], [-0.004, -0.001, 0.002], [0.004, -0.004, 0.002], [0.004, 0.002, 0.001], [0.002, 0.003, -0.003], [0.018, 0.008, -0.011], [0.008, -0.001, 0.008], [-0.010, -0.018, 0.032], [0.042, -0.008, -0.050], [-0.088, 0.032, 0.018], [0.003, -0.001, 0.001], [-0.004, 0.004, 0.003], [-0.001, 0.003, -0.001], [-0.001, 0.001, -0.013], [-0.001, -0.002, -0.007], [0.108, -0.025, 0.031], [-0.007, 0.032, -0.049], [-0.012, -0.013, 0.022], [-0.003, -0.002, 0.011], [0.003, 0.001, -0.043], [-0.003, 0.013, 0.019], [-0.011, -0.035, 0.001], [0.000, 0.007, -0.005], [0.004, -0.007, 0.001], [0.002, 0.001, 0.000], [0.000, -0.005, 0.003], [-0.019, 0.001, 0.009]], "lowdin_charge": [-0.166, -0.182, -0.133, -0.103, -0.227, -0.372, 1.003, -0.401, -0.229, -0.143, 0.134, 0.098, 0.137, 0.116, 0.140, 0.106, 0.133, 0.090, 0.079, 0.090, 0.094, 0.136, 0.109, 0.090, -0.067, -0.178, -0.100, 0.167, 0.086, 0.079, 0.082, 0.096, 0.133, 0.764, -0.659, -0.122, -0.089, -0.096, -0.091, -0.132, 0.102, 0.109, 0.107, 0.109, 0.102], "lumo_energy_ev": -2.22, "de_lowest_kj_mol": 0.0, "energy_ha": -1561.2760, "total_charge": 1, "multiplicity": 1}



[2]
{"formula": "C13H28O8S2", "method": "ωB97M-V/def2-TZVPD", "species": ["C", "C", "O", "S", "C", "O", "O", "H", "H", "H", "H", "H", "H", "H", "H", "C", "C", "O", "S", "C", "O", "O", "H", "H", "H", "H", "H", "H", "H", "H", "C", "C", "C", "C", "O", "C", "C", "O", "C", "H", "H", "H", "H", "H", "H", "H", "H", "H", "H", "H", "H"], "xyz": [[-3.624, -0.845, -2.789], [-3.279, 0.436, -3.521], [-2.008, 0.970, -3.103], [-0.682, 0.312, -3.692], [0.432, 1.584, -3.192], [-0.763, 0.300, -5.120], [-0.386, -0.876, -2.952], [-2.955, -1.656, -3.081], [-4.646, -1.151, -3.016], [-3.524, -0.712, -1.714], [-3.293, 0.293, -4.604], [-4.019, 1.200, -3.288], [0.168, 2.503, -3.707], [1.436, 1.269, -3.470], [0.363, 1.707, -2.114], [-7.289, -1.314, 2.414], [-6.926, -0.023, 1.706], [-5.663, 0.501, 2.153], [-4.330, -0.159, 1.576], [-3.216, 1.099, 2.106], [-4.396, -0.157, 0.145], [-4.050, -1.358, 2.300], [-6.617, -2.122, 2.126], [-8.307, -1.611, 2.161], [-7.209, -1.195, 3.495], [-6.920, -0.153, 0.622], [-7.668, 0.741, 1.935], [-3.469, 2.027, 1.599], [-2.211, 0.783, 1.837], [-3.299, 1.209, 3.184], [6.275, -2.631, 1.931], [7.085, -1.913, 1.420], [7.690, -0.793, 0.654], [7.274, 0.593, 1.194], [6.163, 1.147, 0.515], [4.974, 0.491, 0.908], [3.723, 1.250, 0.450], [2.560, 0.899, 1.155], [2.146, -0.441, 0.912], [5.522, -3.277, 2.307], [7.350, -0.839, -0.386], [8.772, -0.940, 0.641], [7.050, 0.558, 2.269], [8.122, 1.276, 1.088], [4.910, 0.279, 1.985], [4.969, -0.496, 0.417], [3.904, 2.312, 0.660], [3.618, 1.184, -0.644], [1.935, -0.897, 1.885], [1.192, -0.470, 0.365], [2.853, -1.028, 0.324]], "forces_ev_per_angstrom": [[0.390, -0.225, -0.001], [-0.710, -0.459, -0.111], [0.282, 0.151, -0.062], [-0.111, 0.599, 0.390], [-0.021, 0.096, 0.072], [-0.036, -0.319, -0.039], [0.067, -0.174, -0.237], [-0.036, 0.019, -0.080], [-0.018, 0.101, -0.009], [-0.102, 0.024, -0.151], [0.225, 0.071, 0.008], [0.246, 0.182, 0.079], [-0.016, -0.026, -0.007], [-0.043, -0.080, -0.034], [-0.007, -0.031, -0.011], [0.245, -0.167, 0.012], [-0.647, -0.391, -0.086], [0.245, 0.110, -0.084], [0.010, 0.593, 0.422], [-0.019, 0.106, 0.023], [-0.157, -0.206, 0.190], [0.000, -0.186, -0.235], [-0.022, 0.012, -0.014], [-0.011, 0.084, -0.014], [-0.075, 0.054, -0.014], [0.195, 0.041, 0.017], [0.235, 0.175, 0.064], [-0.015, -0.026, -0.007], [-0.043, -0.082, -0.034], [-0.016, -0.039, -0.012], [-0.034, -0.372, 0.105], [-0.456, 1.005, -0.825], [0.018, -0.638, 0.472], [0.486, 0.160, 0.219], [-0.047, 0.185, 0.515], [-0.660, -1.121, -0.701], [0.913, 1.154, 0.021], [0.206, -0.457, -0.387], [-0.880, -0.055, 0.160], [0.095, -0.159, 0.225], [0.060, -0.136, 0.082], [-0.005, 0.356, 0.016], [0.066, -0.208, -0.099], [-0.249, 0.079, -0.282], [0.184, 0.413, -0.027], [-0.024, 0.040, 0.230], [-0.131, -0.130, 0.028], [-0.193, -0.244, 0.149], [0.308, -0.187, -0.171], [0.185, 0.244, -0.034], [0.120, 0.066, 0.269]], "lowdin_charge": [-0.073, -0.247, -0.264, 0.566, -0.123, -0.275, -0.277, 0.074, 0.086, 0.044, 0.113, 0.121, 0.074, 0.075, 0.071, -0.073, -0.255, -0.261, 0.584, -0.116, -0.282, -0.266, 0.072, 0.081, 0.085, 0.114, 0.121, 0.075, 0.076, 0.076, 0.100, -0.142, -0.170, -0.218, -0.129, -0.214, -0.214, -0.179, -0.095, 0.026, 0.125, 0.108, 0.124, 0.121, 0.137, 0.108, 0.129, 0.127, 0.090, 0.083, 0.085], "smiles": "CCOS(C)(=O)=O.CCOS(C)(=O)=O.C#CCCOCCOC", "lumo_energy_ev": 0.50, "energy_ha": -1910.2756, "total_charge": 0, "multiplicity": 1}



[3]
{"formula": "C10H25ClIrO5Sb", "method": "ωB97M-V/def2-TZVPD", "species": ["Ir", "O", "Cl", "O", "O", "O", "C", "C", "O", "C", "C", "H", "H", "H", "H", "H", "H", "H", "H", "H", "H", "C", "C", "Sb", "C", "C", "C", "C", "H", "H", "H", "H", "H", "H", "H", "H", "H", "H", "H", "H", "H", "H", "H"], "xyz": [[-1.293, 0.485, 2.575], [0.681, -0.435, 2.728], [0.672, -0.508, 1.256], [1.845, -1.083, 0.660], [0.458, 0.858, 0.782], [-0.512, -1.280, 0.884], [-3.372, -0.618, 3.565], [-3.980, 0.758, 3.436], [-3.007, 1.521, 2.638], [-2.723, 2.887, 3.089], [-1.521, 2.804, 4.017], [-3.811, -1.217, 4.365], [-2.289, -0.546, 3.937], [-3.433, -1.192, 2.641], [-4.096, 1.250, 4.400], [-4.932, 0.761, 2.910], [-3.612, 3.270, 3.586], [-2.540, 3.474, 2.193], [-1.750, 2.482, 5.030], [-0.950, 3.732, 4.044], [-0.762, 2.071, 3.587], [4.282, -1.605, -1.358], [3.141, -2.045, -2.258], [1.313, -0.996, -1.880], [1.786, 1.052, -2.229], [2.083, 1.105, -3.730], [-0.432, -1.795, -2.866], [0.114, -2.053, -4.267], [5.126, -2.260, -1.582], [4.067, -1.739, -0.301], [4.612, -0.586, -1.556], [2.871, -3.096, -2.171], [3.225, -1.739, -3.308], [2.634, 1.254, -1.576], [0.927, 1.637, -1.912], [2.966, 0.537, -4.021], [2.303, 2.154, -3.950], [1.234, 0.833, -4.357], [-1.189, -1.019, -2.774], [-0.725, -2.681, -2.307], [0.427, -1.156, -4.798], [-0.736, -2.466, -4.824], [0.898, -2.810, -4.298]], "forces_ev_per_angstrom": [[0.284, 0.388, 1.482], [0.043, -0.292, -0.349], [-1.742, 0.324, -0.370], [0.119, -0.005, -0.363], [0.177, -0.156, 0.191], [0.552, -0.039, -0.138], [0.069, -0.016, -0.443], [-0.006, 0.030, 0.219], [-0.779, 0.156, -0.792], [0.035, 0.070, 0.242], [-0.174, -0.110, -0.160], [0.100, 0.030, 0.085], [0.275, -0.041, 0.192], [-0.038, -0.075, 0.038], [0.048, 0.011, 0.007], [0.017, -0.005, -0.049], [-0.012, 0.025, -0.046], [0.062, -0.073, -0.041], [-0.023, -0.037, -0.016], [0.032, -0.016, 0.008], [0.376, 0.030, 0.124], [0.255, -0.165, -0.215], [-0.670, 0.030, 0.515], [0.933, 0.058, -0.455], [-0.405, -0.251, 0.475], [0.131, 0.282, 0.025], [0.049, 0.093, 0.696], [-0.191, -0.151, -0.062], [0.044, 0.047, -0.036], [-0.043, 0.037, 0.001], [-0.075, 0.038, 0.052], [0.221, -0.080, -0.193], [0.288, -0.266, -0.051], [0.073, 0.124, -0.126], [0.053, 0.146, -0.113], [-0.014, -0.035, 0.013], [0.017, -0.025, -0.053], [-0.023, 0.017, 0.027], [-0.060, -0.036, -0.150], [-0.054, -0.081, -0.148], [0.003, 0.003, 0.004], [0.049, 0.013, -0.052], [0.004, 0.003, 0.027]], "lowdin_spin": [0.859, -0.007, -0.001, 0.001, 0.028, 0.037, 0.027, 0.002, -0.012, 0.002, 0.038, 0.003, 0.005, 0.002, 0.000, 0.000, 0.000, 0.000, 0.000, 0.004, 0.009, 0.000, 0.000, 0.000, 0.000, 0.000, 0.000, 0.000, 0.000, 0.000, 0.000, 0.000, 0.000, 0.000, 0.000, 0.000, 0.000, 0.000, 0.000, 0.000, 0.000, 0.000, 0.000], "lumo_energy_ev": [-12.30, -12.30], "de_lowest_kj_mol": 69.9, "energy_ha": -1575.4036, "total_charge": 3, "multiplicity": 2}